Entry 1:
14 unconnected molecules or ions with the total composition C26H80N10O14. Source: the Open Molecules 2025 dataset; level of theory: the ωB97M-V functional and the def2-TZVPD basis.

Atoms and positions in Å:
C1 -4.53338 0.52087 -1.21920
O1 -3.97875 1.48967 -2.03258
H1 -4.93690 -0.24669 -1.85080
H2 -5.34474 0.94906 -0.68512
H3 -3.91645 -0.08824 -0.52054
H4 -4.55045 1.54559 -2.82705
C2 -1.96453 2.44240 0.85161
O2 -0.98105 1.48876 1.31873
H5 -1.48078 3.29937 0.32244
H6 -2.41336 2.76462 1.82934
H7 -2.75585 1.94384 0.28830
H8 -0.52094 1.02901 0.53405
C3 -0.72486 -3.03697 -2.37663
O3 -0.36453 -3.79703 -1.32588
H9 -1.74635 -2.66581 -2.22012
H10 -0.68649 -3.70089 -3.22436
H11 -0.11662 -2.20488 -2.53109
H12 -1.17085 -4.04878 -0.90005
C4 1.52896 1.39235 4.00593
O4 1.98247 0.99361 5.27403
N1 0.48781 0.84983 3.51576
N2 2.06970 2.36936 3.38473
H13 -0.04321 0.06670 3.94770
H14 0.08689 1.06523 2.60171
H15 2.72569 2.95256 3.94016
H16 1.79048 2.70005 2.52563
C5 0.26454 -2.45181 3.87830
O5 0.01535 -1.42615 4.80524
N3 1.23778 -3.30202 3.89472
N4 -0.59776 -2.60100 2.88138
H17 1.94810 -3.01277 4.54986
H18 1.36200 -4.04708 3.16728
H19 -1.38950 -1.96128 2.89243
H20 -0.69706 -3.43083 2.29973
C6 -3.43766 -3.88815 0.16187
O6 -2.33502 -4.00781 0.91701
N5 -4.39807 -4.70984 0.05587
N6 -3.60584 -2.83998 -0.65816
H21 -4.50793 -5.62656 0.51343
H22 -5.05445 -4.63702 -0.77574
H23 -2.80307 -2.14837 -0.55942
H24 -4.13022 -2.89041 -1.50676
C7 -0.27350 -0.90323 0.02496
O7 -1.60158 -1.25924 0.01188
N7 0.22579 0.06266 -0.67484
N8 0.56672 -1.23222 1.00288
H25 -0.36633 0.23722 -1.52548
H26 1.20001 0.23524 -0.64449
H27 0.23735 -1.91715 1.75176
H28 1.52293 -0.94924 1.07472
C8 -1.54807 0.04066 -3.67559
O8 -2.75568 -0.56830 -3.99520
N9 -0.40048 -0.26021 -4.16725
N10 -1.45576 0.93464 -2.75810
H29 -0.51159 -0.84052 -5.03464
H30 0.44279 0.24844 -3.88840
H31 -2.30160 1.06715 -2.29201
H32 -0.76685 1.69753 -2.74873
C9 -4.05027 -2.15662 3.35074
C10 -3.65617 -0.89260 2.45454
C11 -4.61011 0.26976 2.57468
O9 -2.46174 -0.47185 2.80188
H33 -4.48863 -1.92610 4.26690
H34 -3.10935 -2.74873 3.49114
H35 -4.70069 -2.78054 2.73108
H36 -3.55883 -1.23892 1.38119
H37 -4.12504 0.97950 1.85090
H38 -4.62534 0.80095 3.51508
H39 -5.61526 0.02367 2.14365
H40 -2.19777 0.24473 2.31821
C12 0.30930 5.11201 1.96236
C13 1.11332 4.49209 0.82340
C14 2.18207 5.32417 0.33936
O10 1.49054 3.29247 0.86788
H41 0.97324 5.35791 2.78193
H42 -0.39405 4.37080 2.51609
H43 -0.21132 5.97729 1.64728
H44 0.34098 4.59378 0.00221
H45 2.65319 4.77054 -0.44862
H46 2.96735 5.41203 1.06289
H47 1.80632 6.26923 -0.02444
H48 0.94599 2.88572 0.17318
C15 1.39943 -6.26507 -0.18735
C16 2.20078 -5.13553 0.44817
C17 2.77067 -4.19277 -0.58750
O11 1.53634 -4.32342 1.12156
H49 2.05256 -6.83317 -0.80844
H50 0.54187 -6.00035 -0.81474
H51 1.15705 -7.11559 0.46599
H52 3.06529 -5.57502 1.06522
H53 3.27902 -3.40823 -0.04898
H54 2.09865 -3.72370 -1.16598
H55 3.37601 -4.62043 -1.34533
H56 0.90351 -3.96522 0.51830
C18 -1.49691 4.43449 -2.59540
C19 -0.13209 3.80812 -2.96814
C20 0.90553 4.90349 -3.17679
O12 0.29797 2.97213 -2.19904
H57 -1.26072 5.33118 -2.03834
H58 -2.11020 3.66403 -2.07409
H59 -2.01881 4.77262 -3.47423
H60 -0.26181 3.38824 -3.93234
H61 1.87335 4.53456 -3.48989
H62 1.01133 5.46371 -2.28801
H63 0.61946 5.53181 -3.99314
H64 1.07679 2.64067 -2.65227
C21 3.20857 2.26840 -2.12311
C22 2.94283 1.47042 -3.34767
C23 2.89229 -0.04794 -3.03951
O13 1.90524 1.79663 -3.98055
H65 3.52182 3.31713 -2.28356
H66 4.05694 1.76782 -1.77299
H67 2.46881 2.06683 -1.39404
H68 3.79571 1.63432 -3.96431
H69 2.59212 -0.56481 -4.00086
H70 2.10942 -0.36928 -2.39416
H71 3.83152 -0.44107 -2.68618
H72 2.00700 2.46610 -4.64929
C24 3.31873 -1.41077 2.26249
C25 3.57237 -0.23333 1.42898
C26 3.94951 -0.59189 0.01086
O14 2.65158 0.62281 1.25044
H73 2.66169 -2.14269 1.79571
H74 2.73519 -1.03410 3.16498
H75 4.25452 -1.87403 2.56566
H76 4.31608 0.38433 1.91137
H77 3.15816 -0.94627 -0.65434
H78 4.72835 -1.35025 0.10481
H79 4.46495 0.30191 -0.29239
H80 2.46657 0.97592 2.11968

As for the net charge: 0. For the highest occupied orbital energy, the calculation gives -7.4 eV. The value obtained for the orbital gap is 0.263 Eh. For the total energy, the calculation gives -71817.098 eV. As for the molar mass: 756.98 g mol⁻¹. The spin multiplicity is 1. The energy above the lowest of the compared OMol25 structures with the same formula, charge and spin comes out at 171.0 kcal/mol.


Entry 2:
10 unconnected molecules or ions with the total composition C26H80O34P8. Source: the Open Molecules 2025 dataset; level of theory: the ωB97M-V functional and the def2-TZVPD basis.

Atoms and positions in Å:
C1 -2.33455 -23.71896 -19.08682
O1 -2.34590 -22.29977 -19.01427
P1 -1.32367 -21.34062 -19.80664
O2 -0.06468 -21.94515 -20.30230
O3 -2.24852 -20.70477 -20.94161
C2 -2.96526 -21.53892 -21.89091
O4 -1.08488 -20.10012 -18.85505
C3 -2.15072 -19.25940 -18.41483
H1 -1.29164 -23.94660 -19.34970
H2 -2.85489 -24.05844 -19.98480
H3 -2.65124 -24.20628 -18.17097
H4 -2.46128 -22.47747 -22.11351
H5 -2.97706 -20.92020 -22.78768
H6 -3.94886 -21.58964 -21.42083
H7 -1.66022 -18.42168 -17.92137
H8 -2.75386 -19.74591 -17.64415
H9 -2.77292 -18.97102 -19.25992
C4 -11.72995 -13.42376 -11.54759
O5 -11.47544 -13.63798 -12.91359
P2 -10.06442 -14.14231 -13.50064
O6 -10.16320 -15.16625 -14.55772
O7 -9.24071 -14.55688 -12.19588
C5 -9.32143 -15.74887 -11.42244
O8 -9.39432 -12.76961 -13.95562
C6 -10.08700 -11.94504 -14.87140
H10 -10.99054 -12.75470 -11.09190
H11 -11.64692 -14.35754 -10.98671
H12 -12.68624 -12.94120 -11.35893
H13 -10.12293 -16.45618 -11.64239
H14 -9.33420 -15.53645 -10.35368
H15 -8.42089 -16.35768 -11.52472
H16 -9.54034 -11.86837 -15.81924
H17 -10.21435 -10.92428 -14.52400
H18 -10.98598 -12.40926 -15.28725
C7 -6.21737 -22.58403 -18.91677
O9 -5.52763 -23.77057 -19.29299
P3 -6.30426 -24.99311 -19.97538
O10 -6.40756 -24.82268 -21.43373
O11 -7.67982 -24.98189 -19.15188
C8 -8.68313 -25.95252 -19.41728
O12 -5.61616 -26.39020 -19.51004
C9 -4.26437 -26.61675 -19.86978
H19 -6.24632 -21.86409 -19.73511
H20 -5.66670 -22.04953 -18.14282
H21 -7.26028 -22.72521 -18.64070
H22 -8.52326 -26.84031 -18.79963
H23 -8.54439 -26.46897 -20.37522
H24 -9.69592 -25.57406 -19.38170
H25 -3.93207 -25.90635 -20.62944
H26 -4.09729 -27.62394 -20.25346
H27 -3.66703 -26.50273 -18.96033
C10 -14.75019 -26.99206 -19.00320
O13 -13.53319 -26.30315 -18.85472
P4 -13.34499 -25.19803 -17.68230
O14 -13.56263 -25.66222 -16.29212
O15 -11.93905 -24.53189 -17.97257
C11 -10.83225 -24.81718 -17.12730
O16 -14.45362 -24.13876 -18.18479
C12 -14.30041 -22.85771 -17.58140
H28 -15.51724 -26.39309 -19.49961
H29 -15.15201 -27.24032 -18.01415
H30 -14.67555 -27.94480 -19.52471
H31 -10.42832 -25.81908 -17.26824
H32 -11.14601 -24.86313 -16.07977
H33 -10.02317 -24.09305 -17.16099
H34 -13.94002 -22.89382 -16.55193
H35 -15.22036 -22.27369 -17.50719
H36 -13.66484 -22.16940 -18.14270
C13 -7.42613 -17.45243 -14.31865
O17 -6.39393 -18.39042 -14.73344
P5 -6.71553 -19.64678 -15.67361
O18 -5.63747 -20.63470 -15.69710
O19 -8.15216 -20.11236 -15.17702
C14 -8.64486 -21.45361 -15.39454
O20 -7.01399 -18.84928 -17.04048
C15 -5.88628 -18.34221 -17.74519
H37 -6.96560 -16.53638 -14.69034
H38 -7.46134 -17.42997 -13.23403
H39 -8.39268 -17.59731 -14.79097
H40 -7.92512 -22.10529 -15.89324
H41 -9.50057 -21.39032 -16.06182
H42 -8.83301 -21.82750 -14.39305
H43 -6.07781 -17.32858 -18.10156
H44 -5.62384 -18.80692 -18.69939
H45 -4.96353 -18.40842 -17.16657
C16 -3.89973 -15.62046 -15.77530
O21 -3.19851 -14.44948 -15.39975
P6 -2.95592 -14.18652 -13.81899
O22 -4.05968 -13.45101 -13.21933
O23 -2.68343 -15.65740 -13.27113
C17 -2.38228 -15.84421 -11.89261
O24 -1.53634 -13.48100 -13.68144
C18 -0.33678 -14.04188 -14.12681
H46 -4.52153 -16.08628 -15.00558
H47 -3.23974 -16.43152 -16.09040
H48 -4.60074 -15.35821 -16.56791
H49 -1.30116 -15.73117 -11.79734
H50 -2.77771 -16.80200 -11.56263
H51 -2.85039 -15.10562 -11.23530
H52 0.26233 -14.45821 -13.30235
H53 0.38429 -13.31564 -14.50357
H54 -0.45463 -14.89787 -14.79334
C19 -7.80168 -20.32366 -23.98699
O25 -6.70077 -19.78894 -23.24350
P7 -6.89662 -19.00769 -21.91881
O26 -6.82185 -19.77624 -20.63895
O27 -5.91138 -17.72905 -21.95674
C20 -4.69498 -17.61869 -21.20818
O28 -8.34310 -18.34870 -22.02838
C21 -8.74478 -17.40510 -21.02943
H55 -8.76596 -20.13295 -23.52321
H56 -7.72033 -21.41308 -23.97524
H57 -7.80604 -20.04467 -25.03721
H58 -4.37307 -18.48574 -20.63307
H59 -4.93576 -16.83912 -20.48154
H60 -3.88039 -17.25359 -21.82884
H61 -7.98098 -17.21709 -20.27550
H62 -9.55791 -17.80534 -20.41814
H63 -9.13465 -16.55986 -21.59049
C22 -6.62899 -24.92063 -14.02749
O29 -6.12832 -26.20796 -14.30991
P8 -5.79061 -26.67703 -15.78702
O30 -6.87994 -26.73330 -16.75398
O31 -4.54994 -25.72149 -16.20496
C23 -3.45507 -25.68178 -15.27566
O32 -5.13830 -28.11278 -15.49347
C24 -4.43682 -28.72857 -16.58422
H64 -5.92948 -24.33268 -13.43553
H65 -7.55661 -24.98936 -13.45318
H66 -6.94764 -24.36466 -14.91295
H67 -2.54111 -25.85379 -15.84740
H68 -3.52988 -26.34241 -14.41693
H69 -3.35855 -24.64240 -14.95286
H70 -3.92216 -28.03103 -17.24586
H71 -5.03829 -29.42556 -17.16104
H72 -3.63166 -29.23113 -16.04351
C25 -8.86461 -14.30964 -17.41856
O33 -9.12758 -15.66097 -17.12990
H73 -9.75179 -13.76399 -17.08722
H74 -7.98348 -13.85530 -16.95602
H75 -8.75328 -14.11746 -18.48552
H76 -9.58292 -15.80087 -16.28747
C26 -12.84338 -17.60962 -12.75065
O34 -11.49493 -17.97954 -12.96231
H77 -12.94742 -16.53709 -12.56956
H78 -13.40038 -17.77090 -13.68405
H79 -13.28542 -18.32087 -12.05905
H80 -11.09074 -17.55422 -13.72515

Its structure (SMILES) is COP(=O)(OC)OC.COP(=O)(OC)OC.COP(=O)(OC)OC.COP(=O)(OC)OC.COP(=O)(OC)OC.COP(=O)(OC)OC.COP(=O)(OC)OC.COP(=O)(OC)OC.CO.CO. As for the net charge: 0. For the highest occupied orbital energy, the calculation gives -9.8 eV. The value obtained for the orbital gap is 0.376 Eh. For the total energy, the calculation gives -172200.236 eV. As for the molar mass: 1184.68 g mol⁻¹. The spin multiplicity is 1. The energy above the lowest of the compared OMol25 structures with the same formula, charge and spin comes out at 79.4 kcal/mol.